Record 1
Computed, not measured: a 2-piece molecular cluster, C4H13NO overall, with ωB97M-V/def2-TZVPD.

Gap between HOMO and LUMO = 0.389 hartree
Total charge = 0
SMILES string = CC[C@H](C)N.O
Max |F| = 0.7 eV Å⁻¹

```
19
Properties=species:S:1:pos:R:3:forces:R:3
C 1.086865 -1.327532 1.097846 -0.695 -0.062 0.082
C 0.792524 0.128079 0.757645 -0.287 -0.200 -0.326
C 0.602057 0.344211 -0.741591 -0.072 -0.689 -0.189
C 0.325646 1.782897 -1.118533 0.209 0.580 0.243
N -0.428419 -0.581127 -1.272093 -0.024 0.353 0.145
H 1.673164 -1.812292 0.321217 0.437 0.041 0.154
H 1.520409 -1.410269 2.090158 0.362 -0.118 -0.048
H 0.162117 -1.904962 1.128215 -0.068 0.025 -0.041
H 1.593653 0.775380 1.103867 0.093 0.144 0.054
H -0.119851 0.434814 1.269100 -0.043 0.263 0.235
H 1.522298 -0.005281 -1.207213 0.287 0.181 -0.084
H 0.591763 1.995457 -2.149143 -0.067 -0.085 -0.243
H -0.731009 2.019835 -0.990205 -0.080 -0.003 0.063
H 0.888434 2.496579 -0.504781 -0.014 -0.166 -0.010
H -0.248431 -0.743105 -2.255497 -0.049 -0.080 -0.002
H -1.334829 -0.119309 -1.237633 -0.001 -0.114 0.016
O -2.836776 -0.373229 1.258165 -0.082 0.432 -0.024
H -1.915762 -0.442800 0.986362 -0.061 -0.323 0.018
H -3.143852 -1.257346 1.464115 0.155 -0.178 -0.045
```
Forces are in eV/Å.

Results of the Löwdin charge analysis, in e, for atoms 1 through 6: atom 1 (C): -0.110, atom 2 (C): -0.242, atom 3 (C): -0.474, atom 4 (C): -0.071, atom 5 (N): 0.038, atom 6 (H): 0.072

=====

Record 2
Computed, not measured: one molecule with the formula C3H6N2O, with ωB97M-V/def2-TZVPD.

Gap between HOMO and LUMO = 0.387 hartree
Total charge = 0
SMILES string = NC(=O)[C@H]1CN1
Max |F| = 0.4 eV Å⁻¹

```
12
Properties=species:S:1:pos:R:3:forces:R:3
N 1.755589 0.224356 -0.514967 0.054 -0.070 0.001
C 0.976487 0.624675 0.525753 0.062 0.055 0.081
O 1.434170 1.191189 1.502019 -0.205 -0.143 -0.292
C -0.508332 0.358169 0.418789 0.008 0.212 0.056
C -1.186019 -0.422097 -0.646068 -0.065 -0.016 -0.268
N -0.927925 -1.024930 0.651296 -0.140 -0.133 0.179
H 2.754282 0.287801 -0.392257 -0.115 -0.006 -0.012
H 1.401640 -0.319822 -1.283022 -0.009 0.076 0.169
H -1.081815 1.152019 0.895030 0.093 -0.171 -0.060
H -0.638275 -0.877704 -1.469284 -0.048 0.168 0.112
H -2.204844 -0.133195 -0.899300 0.189 -0.016 0.044
H -1.774954 -1.060463 1.212007 0.176 0.043 -0.010
```
Forces are in eV/Å.

Results of the Löwdin charge analysis, in e, for atoms 1 through 6: atom 1 (N): 0.172, atom 2 (C): -0.508, atom 3 (O): 0.050, atom 4 (C): -0.233, atom 5 (C): -0.151, atom 6 (N): 0.034

=====

Record 3
Computed, not measured: one molecule with the formula C5H11NO, with ωB97M-V/def2-TZVPD.

Gap between HOMO and LUMO = 0.371 hartree
Total charge = 0
SMILES string = CCNCCC=O
Max |F| = 2.3 eV Å⁻¹

```
18
Properties=species:S:1:pos:R:3:forces:R:3
C -2.527919 -0.930308 -1.287524 0.723 -1.789 -1.330
C -2.036249 -0.468239 0.054078 1.575 -0.590 -0.221
N -0.564397 -0.234354 -0.036545 -0.997 0.017 -0.589
C -0.036114 0.448086 1.125190 -0.201 0.536 0.144
C 1.508474 0.348365 1.237703 -1.058 0.176 0.256
C 2.134510 0.038137 -0.102552 1.404 1.170 1.246
O 2.096252 0.850575 -0.991125 -0.304 -0.631 -0.490
H -3.469727 -1.484537 -1.229702 -0.437 1.017 -0.198
H -1.915091 -1.760308 -1.705053 0.312 0.190 0.884
H -2.366108 -0.255122 -2.138753 -0.966 0.519 0.505
H -2.552589 0.432607 0.386792 -0.254 -0.040 0.256
H -2.128521 -1.310858 0.747140 -0.447 0.400 0.255
H -0.462315 0.336679 -0.872661 0.516 -0.003 0.163
H -0.283821 1.525505 1.132858 -0.129 -0.227 -0.104
H -0.575739 0.038015 1.981450 0.432 -0.125 0.203
H 1.856266 -0.306918 2.040160 -0.140 -0.209 -0.278
H 1.805914 1.367037 1.502156 0.457 -0.174 -0.077
H 2.885261 -0.782695 -0.068807 -0.488 -0.235 -0.624
```
Forces are in eV/Å.

Results of the Löwdin charge analysis, in e, for atoms 1 through 6: atom 1 (C): -0.123, atom 2 (C): -0.286, atom 3 (N): -0.095, atom 4 (C): -0.245, atom 5 (C): -0.138, atom 6 (C): -0.273

=====

Record 4
Computed, not measured: a 2-piece molecular cluster, C5H11NO overall, with ωB97M-V/def2-TZVPD.

Gap between HOMO and LUMO = 0.386 hartree
Total charge = 0
SMILES string = CCN1C[C@H]1C=O.[H][H]
Max |F| = 0.6 eV Å⁻¹

```
18
Properties=species:S:1:pos:R:3:forces:R:3
C 1.838048 1.184042 0.756299 0.042 0.018 -0.016
C 0.514150 0.701594 1.328934 0.075 0.034 0.141
N -0.345675 0.271245 0.236270 0.011 0.033 0.025
C -1.340465 -0.729980 0.493322 -0.228 -0.059 0.094
C -0.084079 -1.060904 -0.258005 0.216 -0.091 -0.085
C -0.006091 -1.261754 -1.737877 -0.157 0.236 -0.279
O -0.309578 -0.440746 -2.569533 0.200 -0.443 0.400
H 2.507737 1.539389 1.544909 -0.099 -0.044 -0.089
H 1.663757 1.995559 0.043827 0.038 -0.097 0.112
H 2.341964 0.370885 0.220446 -0.053 0.123 0.093
H 0.682709 -0.114934 2.056173 -0.044 0.088 -0.111
H 0.003971 1.511996 1.861507 0.056 -0.108 -0.086
H -1.411923 -1.149728 1.498950 0.041 0.075 -0.154
H -2.284361 -0.612096 -0.032877 0.201 -0.043 0.026
H 0.621691 -1.679561 0.303470 -0.064 0.093 -0.075
H 0.383969 -2.254413 -2.044858 -0.050 0.038 0.021
H -2.760410 0.868366 -1.841482 -0.035 0.089 -0.013
H -2.015414 0.861040 -1.859473 -0.150 0.058 -0.002
```
Forces are in eV/Å.

Results of the Löwdin charge analysis, in e, for atoms 1 through 6: atom 1 (C): -0.086, atom 2 (C): -0.264, atom 3 (N): -0.088, atom 4 (C): -0.093, atom 5 (C): -0.253, atom 6 (C): -0.221

=====

M across the listed records, respectively: 91.15 86.09 101.15 101.15 g/mol.
Energy above the lowest of the compared OMol25 structures with the same formula, charge and spin across the listed records, respectively: 0.188 1.400 1.991 3.220 eV.